{"formula": "C43H54BN7O2PPbS3", "method": "ωB97M-V/def2-TZVPD", "species": ["Pb", "C", "C", "C", "C", "N", "C", "C", "N", "B", "N", "C", "C", "N", "C", "S", "C", "C", "C", "C", "N", "C", "C", "N", "C", "S", "C", "C", "C", "C", "C", "S", "H", "H", "H", "H", "H", "H", "H", "H", "H", "H", "H", "H", "H", "H", "H", "H", "H", "H", "H", "H", "H", "H", "H", "H", "H", "H", "H", "H", "H", "H", "H", "H", "H", "H", "O", "C", "O", "C", "C", "C", "C", "C", "C", "P", "C", "C", "C", "C", "C", "C", "C", "C", "C", "C", "C", "C", "H", "H", "H", "H", "H", "H", "H", "H", "H", "H", "H", "H", "H", "H", "C", "C", "C", "N", "H", "H", "H", "H", "H", "H"], "coordinates": [[0.000, 0.000, 0.000], [-2.252, -4.663, 2.618], [-1.980, -3.474, 3.561], [-0.458, -3.282, 3.751], [-2.571, -3.831, 4.948], [-2.594, -2.225, 3.013], [-3.552, -1.472, 3.619], [-3.842, -0.372, 2.840], [-3.076, -0.425, 1.741], [-2.977, 0.628, 0.622], [-3.457, 0.272, -0.797], [-4.640, -0.255, -1.139], [-4.618, -0.514, -2.492], [-3.415, -0.153, -3.015], [-2.723, 0.344, -1.941], [-1.358, 0.846, -1.958], [-3.073, -0.357, -4.458], [-1.661, 0.131, -4.852], [-3.146, -1.866, -4.778], [-4.090, 0.402, -5.335], [-2.698, 2.098, 0.985], [-3.516, 3.146, 0.811], [-2.836, 4.288, 1.177], [-1.577, 3.964, 1.581], [-1.531, 2.602, 1.465], [-0.377, 1.767, 1.764], [-0.516, 4.926, 2.012], [-1.020, 6.389, 1.943], [0.710, 4.823, 1.075], [-0.097, 4.644, 3.469], [-2.334, -1.559, 1.848], [-1.357, -1.958, 0.845], [-1.819, -5.598, 3.034], [-1.805, -4.512, 1.617], [-3.347, -4.808, 2.492], [0.000, -4.193, 4.194], [-0.261, -2.425, 4.431], [0.067, -3.092, 2.797], [-2.105, -4.757, 5.350], [-3.666, -4.005, 4.880], [-2.380, -3.015, 5.679], [-4.012, -1.677, 4.576], [-4.543, 0.419, 3.073], [-1.880, 0.394, 0.394], [-5.452, -0.463, -0.454], [-5.431, -0.960, -3.048], [-0.875, -0.425, -4.297], [-1.554, 1.222, -4.677], [-1.474, -0.047, -5.933], [-2.416, -2.425, -4.152], [-2.911, -2.060, -5.848], [-4.158, -2.276, -4.576], [-4.050, 1.490, -5.115], [-5.126, 0.046, -5.151], [-3.872, 0.250, -6.415], [-4.526, 3.091, 0.423], [-3.248, 5.286, 1.122], [-1.312, 6.656, 0.904], [-0.223, 7.097, 2.259], [-1.893, 6.540, 2.613], [0.409, 5.026, 0.025], [1.188, 3.826, 1.110], [1.488, 5.562, 1.365], [-0.976, 4.730, 4.142], [0.674, 5.373, 3.801], [0.335, 3.632, 3.590], [3.003, 1.264, 2.480], [2.660, 0.526, 1.500], [1.514, 0.000, 1.345], [3.740, 0.225, 0.471], [5.081, 0.212, 0.919], [6.142, -0.068, 0.060], [5.886, -0.340, -1.275], [4.572, -0.325, -1.745], [3.478, -0.042, -0.895], [1.782, 0.000, -1.577], [1.730, 1.424, -2.706], [2.712, 2.424, -2.737], [2.597, 3.526, -3.593], [1.486, 3.658, -4.421], [0.483, 2.695, -4.385], [0.601, 1.596, -3.530], [1.757, -1.486, -2.633], [1.554, -2.724, -1.999], [1.511, -3.914, -2.729], [1.670, -3.888, -4.111], [1.876, -2.673, -4.760], [1.922, -1.483, -4.026], [5.282, 0.426, 1.969], [7.158, -0.072, 0.441], [6.703, -0.561, -1.955], [4.407, -0.528, -2.800], [3.572, 2.379, -2.073], [3.372, 4.288, -3.590], [1.392, 4.521, -5.073], [-0.401, 2.802, -5.006], [-0.209, 0.869, -3.497], [1.429, -2.762, -0.915], [1.355, -4.856, -2.210], [1.635, -4.813, -4.680], [2.004, -2.646, -5.838], [2.101, -0.555, -4.562], [-1.748, -4.497, -2.495], [-1.769, -3.089, -3.064], [-1.218, -2.121, -2.108], [-0.782, -1.354, -1.354], [-2.162, -5.206, -3.219], [-2.342, -4.562, -1.577], [-0.726, -4.812, -2.256], [-2.799, -2.814, -3.316], [-1.190, -3.062, -3.993], [-1.811, 0.000, 0.000]], "lowdin_charge": [0.729, -0.050, -0.534, -0.042, -0.052, 0.025, -0.037, -0.041, 0.077, -0.539, 0.073, -0.025, -0.048, 0.040, -0.756, 0.997, -0.485, -0.052, -0.061, -0.028, 0.068, -0.057, -0.044, 0.019, -0.826, 0.972, -0.533, -0.055, -0.044, -0.043, -0.782, 0.983, 0.099, 0.048, 0.096, 0.099, 0.104, 0.053, 0.102, 0.093, 0.096, 0.121, 0.133, -0.060, 0.136, 0.127, 0.069, 0.066, 0.120, -0.057, 0.123, 0.113, 0.101, 0.086, 0.102, 0.127, 0.119, 0.092, 0.100, 0.092, 0.095, 0.054, 0.099, 0.096, 0.099, 0.062, 0.013, -0.583, -0.337, -0.106, 0.000, -0.057, -0.069, -0.074, -0.266, 1.014, -0.331, -0.062, -0.067, -0.069, -0.064, -0.233, -0.339, -0.102, -0.092, -0.077, -0.067, -0.074, 0.123, 0.111, 0.109, 0.106, 0.109, 0.109, 0.109, 0.101, -0.070, 0.116, 0.109, 0.112, 0.110, 0.112, -0.029, -0.214, -0.096, -0.286, 0.097, 0.090, 0.057, 0.086, 0.146, -0.029], "e_homo_ev": -7.40, "total_energy_ev": -107689.1632, "lumo_energy_ev": -2.018, "total_charge": 1, "homo_lumo_gap_ha": 0.1977, "mol_weight_da": 1046.1}

***

{"formula": "C43H55BN10SSiY", "method": "ωB97M-V/def2-TZVPD", "species": ["Y", "C", "C", "C", "C", "N", "N", "B", "N", "C", "C", "C", "C", "N", "N", "C", "C", "C", "C", "N", "N", "C", "C", "C", "C", "N", "H", "H", "H", "H", "H", "H", "H", "H", "H", "H", "H", "H", "H", "H", "H", "H", "H", "H", "H", "H", "C", "C", "C", "C", "C", "C", "Si", "C", "C", "C", "C", "C", "C", "C", "C", "C", "C", "C", "C", "H", "H", "H", "H", "H", "H", "H", "H", "H", "H", "H", "H", "H", "H", "H", "C", "C", "C", "C", "N", "C", "S", "N", "C", "C", "C", "C", "H", "H", "H", "H", "H", "H", "H", "H", "H", "H", "H", "H", "H", "H", "H", "H", "H", "H", "H", "H"], "coordinates": [[-0.135, 0.248, 1.519], [-0.859, -3.045, 0.055], [-1.917, -2.522, 0.962], [-3.170, -3.054, 1.223], [-3.761, -2.180, 2.116], [-2.902, -1.191, 2.389], [-1.746, -1.393, 1.677], [-2.965, 0.043, 3.339], [-2.918, 1.369, 2.511], [-3.924, 2.228, 2.308], [-3.504, 3.224, 1.448], [-2.192, 2.895, 1.131], [-1.226, 3.620, 0.258], [-1.849, 1.759, 1.757], [-1.700, -0.020, 4.258], [-1.742, -0.352, 5.552], [-0.467, -0.285, 6.071], [0.336, 0.101, 5.008], [1.787, 0.402, 5.096], [-0.403, 0.237, 3.884], [-4.180, 0.117, 4.224], [-4.445, 1.106, 5.122], [-5.581, 0.771, 5.807], [-5.968, -0.475, 5.268], [-7.146, -1.313, 5.633], [-5.123, -0.859, 4.328], [-0.974, -4.120, -0.069], [-0.916, -2.574, -0.927], [0.139, -2.872, 0.458], [-3.595, -3.954, 0.821], [-4.717, -2.197, 2.603], [-4.870, 2.088, 2.799], [-4.066, 4.075, 1.113], [-1.554, 4.645, 0.102], [-0.234, 3.668, 0.716], [-1.138, 3.132, -0.713], [-2.676, -0.598, 6.023], [-0.164, -0.467, 7.085], [2.195, -0.033, 6.006], [2.353, 0.007, 4.258], [1.967, 1.478, 5.128], [-3.803, 1.966, 5.210], [-6.069, 1.333, 6.582], [-7.703, -0.857, 6.448], [-7.819, -1.426, 4.784], [-6.832, -2.307, 5.949], [4.816, 2.515, 4.157], [5.140, 1.182, 3.946], [4.480, 0.454, 2.970], [3.500, 1.064, 2.176], [3.200, 2.413, 2.390], [3.847, 3.135, 3.381], [2.747, 0.176, 0.729], [3.240, 0.978, -0.870], [4.466, 0.595, -1.433], [5.010, 1.305, -2.491], [4.352, 2.422, -2.988], [3.143, 2.818, -2.438], [2.586, 2.095, -1.395], [2.607, -1.667, 0.822], [2.295, -2.284, 2.045], [2.148, -3.659, 2.136], [2.311, -4.440, 1.001], [2.597, -3.850, -0.223], [2.729, -2.475, -0.319], [5.330, 3.076, 4.925], [5.908, 0.712, 4.544], [4.732, -0.589, 2.822], [2.480, 2.927, 1.755], [3.608, 4.177, 3.541], [5.016, -0.249, -1.035], [5.956, 0.999, -2.916], [4.788, 2.986, -3.801], [2.632, 3.694, -2.813], [1.637, 2.426, -0.978], [2.206, -1.694, 2.954], [1.921, -4.120, 3.087], [2.214, -5.515, 1.070], [2.726, -4.469, -1.100], [2.953, -2.022, -1.277], [1.653, 1.949, -5.639], [2.103, 0.556, -6.056], [2.484, -0.378, -4.911], [1.313, -1.018, -4.177], [0.750, -0.169, -3.116], [-0.524, -0.030, -2.761], [-0.985, 0.199, -1.104], [-1.538, -0.082, -3.611], [-1.582, -0.041, -5.075], [-2.081, -1.353, -5.663], [-2.352, -1.264, -7.161], [-1.107, -1.008, -7.998], [1.304, 2.519, -6.499], [2.479, 2.506, -5.196], [0.844, 1.930, -4.905], [2.957, 0.650, -6.729], [1.323, 0.069, -6.654], [3.126, 0.135, -4.185], [3.086, -1.197, -5.310], [1.638, -1.942, -3.689], [0.520, -1.295, -4.870], [1.395, 0.029, -2.361], [-2.437, -0.040, -3.152], [-0.608, 0.260, -5.452], [-2.275, 0.766, -5.330], [-3.003, -1.633, -5.145], [-1.362, -2.152, -5.454], [-3.090, -0.478, -7.346], [-2.825, -2.195, -7.476], [-0.687, -0.016, -7.815], [-1.334, -1.061, -9.061], [-0.333, -1.748, -7.791]], "lowdin_charge": [1.358, -0.034, -0.336, 0.018, -0.014, 0.043, -0.057, -0.639, 0.031, -0.017, 0.026, -0.335, -0.031, -0.060, 0.016, -0.019, 0.016, -0.322, -0.013, -0.023, -0.038, -0.105, 0.001, -0.337, -0.024, 0.121, 0.099, 0.052, 0.035, 0.117, 0.111, 0.136, 0.120, 0.094, 0.071, 0.049, 0.138, 0.120, 0.099, 0.032, 0.093, 0.133, 0.111, 0.080, 0.082, 0.082, -0.047, -0.052, -0.102, -0.322, -0.109, -0.060, 0.771, -0.314, -0.089, -0.063, -0.066, -0.070, -0.122, -0.325, -0.123, -0.052, -0.048, -0.055, -0.091, 0.119, 0.119, 0.111, 0.095, 0.117, 0.112, 0.119, 0.120, 0.117, 0.083, 0.087, 0.122, 0.122, 0.119, 0.096, -0.093, -0.237, -0.170, -0.144, 0.054, -0.718, 0.653, 0.030, -0.169, -0.198, -0.250, -0.101, 0.082, 0.056, 0.059, 0.117, 0.084, 0.095, 0.122, 0.122, 0.097, 0.082, 0.122, 0.085, 0.142, 0.119, 0.110, 0.114, 0.114, 0.062, 0.081, 0.078], "e_above_lowest_ev": 0.6807, "e_homo_ev": [-12.97, -13.08], "total_energy_ev": -80810.4873, "lumo_energy_ev": [-5.163, -7.221], "total_charge": 2, "homo_lumo_gap_ha": [0.2869, 0.2155], "mol_weight_da": 871.9, "s_squared": 0.756, "spin_multiplicity": 2}